{"formula": "C4H11ClN2", "method": "ωB97M-V with the def2-TZVPD basis set", "charge": 2, "orbital_gap_ev": [8.818, 8.401], "largest_force_ev_per_a": 3.32, "energy_ha": -727.946614, "e_above_lowest_ev": 1.908, "species": ["C", "C", "C", "C", "N", "N", "Cl", "H", "H", "H", "H", "H", "H", "H", "H", "H", "H", "H"], "xyz": [[-0.704, -0.487, -0.335], [-0.670, 1.054, -0.584], [0.763, -0.695, -0.224], [1.264, 0.473, 0.603], [-1.809, 1.875, 0.002], [1.186, -2.068, 0.294], [2.890, 1.028, 0.393], [-1.365, -0.724, 0.512], [-1.064, -0.926, -1.189], [-0.305, 1.394, -1.547], [1.164, -0.655, -1.264], [0.756, 0.639, 1.565], [-2.639, 1.283, 0.124], [-2.056, 2.843, -0.533], [-1.624, 1.988, 0.968], [0.736, -2.447, 1.147], [2.190, -1.870, 0.513], [1.289, -2.706, -0.444]], "nbo_charge": [-0.479, -0.010, -0.131, -0.168, -0.727, -0.680, 0.173, 0.239, 0.258, 0.245, 0.260, 0.233, 0.452, 0.509, 0.448, 0.467, 0.458, 0.455]}



{"formula": "C4H11ClSSi", "method": "ωB97M-V with the def2-TZVPD basis set", "charge": 0, "orbital_gap_ev": 6.684, "largest_force_ev_per_a": 4.00, "energy_ha": -1306.797533, "e_above_lowest_ev": 2.467, "species": ["C", "C", "C", "C", "Si", "S", "Cl", "H", "H", "H", "H", "H", "H", "H", "H", "H", "H", "H"], "xyz": [[-1.772, 0.452, -0.962], [-0.445, 0.604, -0.180], [-0.170, -0.593, 0.753], [0.940, -0.272, 1.746], [2.952, -0.774, -0.576], [2.535, 0.524, 1.114], [2.060, -3.451, 1.270], [-2.696, 0.788, -0.363], [-1.961, -0.603, -1.142], [-1.605, 1.013, -1.831], [-0.346, 1.526, 0.390], [0.340, 0.681, -0.956], [0.243, -1.513, 0.255], [-1.002, -0.964, 1.441], [0.737, 0.593, 2.407], [1.194, -1.169, 2.335], [4.140, -0.390, -1.283], [1.674, -1.165, -1.130]], "nbo_charge": [-0.604, -0.400, -0.454, -0.457, 1.091, -0.149, -0.729, 0.208, 0.212, 0.208, 0.204, 0.188, 0.241, 0.239, 0.210, 0.279, -0.148, -0.139]}



{"formula": "C4H11ClSi2", "method": "ωB97M-V with the def2-TZVPD basis set", "charge": 0, "orbital_gap_ev": 10.062, "largest_force_ev_per_a": 3.87, "energy_ha": -1198.055997, "e_above_lowest_ev": 0.227, "smiles": "[SiH3][C@H]1C[C@]([SiH3])(Cl)C1", "species": ["C", "C", "C", "C", "Si", "Si", "Cl", "H", "H", "H", "H", "H", "H", "H", "H", "H", "H", "H"], "xyz": [[0.472, 0.037, 1.187], [-1.305, -0.708, 0.273], [0.148, -1.241, 0.483], [-0.745, 0.647, 0.579], [1.345, -1.430, -0.954], [-0.397, 2.021, -0.646], [-2.250, 1.641, 1.875], [0.485, 0.135, 2.250], [1.303, 0.704, 0.872], [-1.584, -0.820, -0.809], [-2.058, -1.173, 1.077], [0.290, -2.154, 1.119], [2.644, -1.143, -0.530], [0.901, -0.564, -2.147], [1.275, -2.863, -1.592], [-1.543, 2.483, -1.483], [0.599, 1.354, -1.512], [0.421, 3.074, -0.045]], "nbo_charge": [-0.504, -0.466, -0.654, -0.141, 0.886, 0.907, -0.311, 0.257, 0.209, 0.220, 0.269, 0.254, -0.171, -0.154, -0.155, -0.128, -0.177, -0.140]}



{"formula": "C4H11CoO2", "method": "ωB97M-V with the def2-TZVPD basis set", "charge": 2, "orbital_gap_ev": [9.709, 6.657], "largest_force_ev_per_a": 1.84, "multiplicity": 5, "s_squared": 6.02, "energy_ha": -1691.366732, "e_above_lowest_ev": 0.000, "species": ["H", "C", "H", "H", "H", "O", "C", "C", "O", "C", "Co", "H", "H", "H", "H", "H", "H", "H"], "xyz": [[3.802, 2.410, 0.141], [2.708, 1.731, -0.030], [2.526, 2.147, -1.028], [2.200, 2.227, 0.806], [3.217, 0.768, 0.099], [0.837, 0.539, -0.353], [0.403, -0.182, 0.774], [-1.084, -0.489, 0.685], [-1.345, -0.984, -0.643], [-2.650, -1.529, -0.827], [-0.162, -0.045, -1.807], [0.567, 0.383, 1.707], [0.971, -1.126, 0.864], [-1.695, 0.414, 0.840], [-1.375, -1.256, 1.416], [-2.739, -1.822, -1.878], [-2.769, -2.410, -0.184], [-3.410, -0.775, -0.582]], "mulliken_spin": [0.322, 0.238, 0.024, 0.022, 0.034, 0.457, 0.014, 0.029, 0.076, 0.004, 2.759, 0.007, 0.000, -0.003, 0.008, 0.001, 0.006, 0.002]}